1.
Density functional theory data (ωB97M-V with the def2-TZVPD basis set) for a molecular structure, C20H37GaIN2O6P2 in a non-equilibrium geometry.

Structure (XYZ):
```
69
Properties=species:S:1:pos:R:3:forces:R:3:lowdin_charge:R:1
I -0.8122 6.4818 3.0028 0.08 0.15 -0.15 0.645
Ga 0.1816 1.6593 -0.5010 -0.17 0.03 0.95 0.261
P 1.6767 0.2239 -3.5977 -0.36 0.43 -1.58 0.172
P 0.4694 1.8392 -2.8755 0.32 0.56 0.35 0.637
O -3.7223 0.3040 -0.7533 0.14 -0.11 -0.27 -0.111
O 1.2626 0.3232 0.2908 -0.07 0.31 -0.49 -0.281
O 0.8129 -1.1786 -3.6640 0.59 0.09 0.90 -0.227
O 2.1731 0.5293 -4.9486 0.16 0.00 -0.07 -0.379
O 2.9273 -0.0487 -2.6109 -0.63 -0.55 -0.07 -0.182
O 6.6931 -2.1343 0.8382 0.03 0.06 -0.04 -0.055
N -1.7030 -5.5359 -4.6375 -0.16 -0.72 0.22 0.111
N 3.8627 -0.4989 2.2789 0.20 0.43 -0.07 -0.062
C -5.0113 -1.9946 1.3852 -0.28 0.02 0.30 -0.041
C 0.1013 5.6387 1.2284 -0.12 -0.23 0.05 -0.649
C -4.5931 -0.7970 -0.7774 -0.63 0.14 -0.01 -0.193
C -7.1520 -0.3682 2.0228 0.13 -0.14 -0.14 -0.091
C -6.7959 -1.4037 2.8854 0.21 0.13 -0.33 -0.103
C -1.6188 -0.8608 -1.2259 -0.50 -0.16 -0.37 -0.078
C 5.2006 -0.4518 1.6954 0.01 -0.36 0.08 -0.205
C -6.4481 -0.1561 0.8427 0.19 -0.18 0.14 -0.035
C -0.1671 4.1388 1.1582 0.69 0.41 -0.13 -0.424
C -1.1244 -3.1242 -5.4163 0.03 -0.04 0.01 -0.062
C -5.3681 -0.9690 0.5064 0.20 -0.49 0.42 -0.190
C -1.7309 1.3439 0.0885 0.02 -0.17 -0.74 -0.169
C 0.8396 3.4595 0.2281 -0.27 0.00 -0.54 -0.257
C 2.6269 0.6134 0.4092 -0.12 -0.71 0.23 -0.354
C -1.4488 -4.4760 -4.9783 0.14 0.67 -0.23 -0.293
C 3.0446 0.6617 1.8812 0.00 -0.10 0.10 -0.203
C 7.0057 -1.4708 3.1191 -0.49 -0.23 -0.13 -0.060
C -2.4013 0.0112 -0.2679 0.31 0.13 0.91 -0.447
C -5.7123 -2.2162 2.5692 -0.29 0.42 -0.31 -0.088
C 5.9806 -1.7238 2.0221 0.60 0.16 -0.27 -0.417
H 2.7591 -0.8272 -2.0655 0.13 0.30 0.51 0.057
H 2.9346 1.5189 -0.1197 -0.01 0.15 -0.04 0.098
H -0.3870 -2.6763 -4.7523 -0.10 0.05 -0.07 0.047
H 6.5173 -1.0483 3.9959 0.02 0.01 0.17 0.076
H 5.1588 -0.3881 0.6141 -0.25 0.05 -0.15 0.113
H -4.1876 -2.6549 1.1574 0.16 0.02 -0.20 0.109
H -0.3291 6.1725 0.3897 -0.09 0.10 -0.06 0.036
H -7.9955 0.2659 2.2500 -0.09 0.06 0.10 0.094
H -0.7197 -3.1527 -6.4262 0.00 0.02 -0.01 0.085
H -1.1831 4.0131 0.7956 -0.23 -0.25 0.28 0.082
H 3.5478 1.6027 2.1435 0.06 0.12 -0.10 0.107
H -4.1027 -1.7420 -1.0066 0.26 -0.02 -0.04 0.106
H -1.8361 1.5201 1.1557 0.10 0.07 0.19 0.056
H -1.5371 -0.3624 -2.1871 0.29 0.08 -0.10 0.048
H -5.4390 -3.0235 3.2287 0.12 -0.12 0.08 0.094
H -0.0404 3.7453 2.1625 -0.39 -0.30 0.10 0.076
H 1.8109 3.3717 0.7143 0.10 -0.02 0.18 0.042
H -2.3283 2.1229 -0.3912 -0.03 0.13 -0.09 0.057
H 1.1602 5.8607 1.2701 0.12 0.08 0.26 0.037
H -0.6423 -1.0965 -0.8177 0.26 0.20 0.02 0.069
H 2.1188 0.6019 2.4452 -0.11 0.10 0.14 0.114
H 4.0045 -0.3991 3.2792 -0.19 -0.26 0.11 0.101
H 3.1884 -0.2166 -0.0338 0.20 0.02 -0.11 0.081
H 7.7255 -0.7535 2.7385 0.21 0.06 0.03 0.080
H -2.5010 -0.5380 0.6756 -0.13 -0.18 0.05 0.132
H -6.7249 0.6421 0.1691 -0.09 0.11 -0.03 0.113
H -2.0210 -2.5080 -5.4087 0.01 0.02 0.02 0.087
H 7.5018 -2.3986 3.3880 0.19 -0.03 0.13 0.071
H -5.3058 -0.6175 -1.5839 -0.03 0.08 -0.11 0.126
H -0.7892 1.5092 -3.4215 0.14 -0.41 -0.08 -0.153
H -7.3574 -1.5763 3.7893 -0.09 0.00 0.14 0.091
H -2.1086 -1.8166 -1.4173 -0.12 -0.11 0.06 0.065
H 1.0069 4.1226 -0.6271 0.03 -0.04 -0.18 0.038
H 1.3794 -1.9040 -3.3716 -0.17 -0.20 -0.13 0.062
H 6.6052 -3.0834 0.7436 0.02 -0.08 -0.02 0.079
H 5.7736 0.4178 2.0409 0.04 0.19 0.00 0.119
H 5.2933 -2.5235 2.2853 -0.27 0.07 0.20 0.135
```
Positions in Å, forces in eV/Å.

Strongest force on any atom: 0.03257 Eh/bohr
Total charge: -1



2.
Density functional theory data (ωB97M-V with the def2-TZVPD basis set) for 9 unconnected molecules or ions with the total composition C28H44Br16ClN2O3P in a non-equilibrium geometry.

Structure (XYZ):
```
95
Properties=species:S:1:pos:R:3:forces:R:3:lowdin_charge:R:1
Br 5.3376 -6.2086 -0.7609 -0.03 0.11 -0.06 0.617
Br -6.6344 -1.7251 8.2399 -0.23 -0.05 0.18 0.673
Br 0.8968 3.6956 5.7987 0.16 0.04 -0.01 0.670
Br -2.4275 -1.6694 -1.1093 -0.32 -0.08 0.13 0.668
Br -5.3193 -4.1887 10.6464 0.04 0.03 -0.08 0.605
Br 0.7433 0.5685 -5.5193 -0.52 -0.09 -2.34 0.968
Br -7.7600 3.2789 -2.1984 0.06 -0.06 -0.02 0.606
Br -4.2254 4.2689 -2.5677 -0.51 0.42 0.15 0.617
Br -3.8821 -2.6778 2.8086 0.00 -0.05 -0.04 0.598
Br -1.9131 -4.0570 -3.8687 0.08 0.09 0.03 0.604
Br -3.5776 2.1140 5.0132 0.05 -0.02 0.04 0.631
Br 7.2840 -4.8673 -3.5919 0.18 -0.41 -0.08 0.718
Br -2.9970 -2.8967 6.3857 0.01 0.07 0.00 0.604
Br -0.3337 2.6467 -8.3761 0.04 0.04 0.09 0.608
Br -0.3792 6.0997 3.3025 -0.02 0.01 0.03 0.652
Br -1.2410 0.9934 2.3786 -0.07 -0.06 -0.01 0.650
Cl -3.0101 1.1989 -3.6876 0.56 -0.38 0.69 0.158
P -1.7415 2.3016 -2.4104 0.55 1.24 -0.34 0.534
O 6.8930 -0.6467 -2.2855 -1.10 0.65 0.18 -0.009
O -2.0928 1.9617 -0.8253 0.58 -0.69 -0.90 -0.401
O 5.5510 0.2762 -0.6766 0.27 -0.78 -0.51 0.094
N 1.4901 -1.7827 -3.1160 1.31 0.37 -0.07 0.152
N 3.7891 0.0077 -3.4036 -1.03 -1.30 0.06 0.206
C 1.4008 5.5485 5.4779 -0.03 -0.15 0.25 -0.680
C -4.2883 -1.7511 5.4849 0.00 -0.05 0.19 -0.723
C 2.7314 -2.1878 -3.3202 -0.12 -0.12 0.03 -0.051
C -5.3599 4.2657 -0.9873 0.24 -0.01 -0.08 -0.675
C 5.2480 -1.9304 -3.6328 -0.35 0.26 0.57 -0.112
C -5.0063 -2.4872 4.3862 0.00 0.11 -0.20 -0.690
C 6.1099 -1.8396 -2.3365 0.42 -1.90 -0.61 -0.190
C 3.8604 -1.3182 -3.4429 1.03 0.08 -0.55 -0.228
C 2.2869 1.8576 -3.1408 0.33 0.27 0.14 -0.062
C -1.2422 -4.0982 -2.0423 -0.05 -0.20 -0.13 -0.695
C 0.2023 6.3949 5.1385 0.05 0.16 -0.21 -0.675
C 0.1192 0.1654 -2.8134 -0.17 0.24 0.37 -0.174
C 5.0247 -6.3668 -2.6747 -0.01 -0.22 0.26 -0.692
C 1.4619 0.6760 -7.3298 0.04 0.00 0.31 -0.627
C -0.0771 1.5325 -2.7312 0.32 -0.71 0.33 -0.452
C 6.6052 1.7913 -2.1565 0.96 -0.57 0.14 0.010
C 1.0565 2.4137 -2.9220 -0.23 -0.74 0.40 -0.123
C -6.0631 -1.4819 10.0847 0.11 0.19 -0.16 -0.677
C 2.5199 0.4385 -3.2090 -0.26 1.08 0.75 -0.290
C -6.2677 3.0644 -0.9669 -0.26 0.04 0.07 -0.696
C 1.4053 -0.4319 -3.0548 -0.63 0.68 0.99 -0.354
C -2.2778 -3.6085 -1.0633 0.18 0.11 0.21 -0.669
C 1.4541 2.0927 -7.8418 -0.08 -0.01 -0.31 -0.697
C -2.2521 2.6501 2.5296 0.22 0.02 -0.14 -0.686
C -4.8493 -2.3174 10.3954 0.00 -0.17 0.22 -0.696
C 6.3139 -6.5480 -3.4316 0.00 0.14 -0.27 -0.668
C -2.3018 3.1386 3.9511 -0.25 0.00 0.06 -0.738
C 6.2768 0.3827 -1.6334 -0.37 1.64 0.36 -0.526
H -4.9861 -1.4490 6.2643 0.07 -0.04 -0.15 -0.050
H -4.6718 4.2379 -0.1433 -0.03 -0.06 -0.01 0.050
H -3.2703 -4.0071 -1.2521 0.05 0.01 -0.07 0.054
H -1.9830 -3.8485 -0.0427 0.04 -0.02 -0.04 0.052
H -0.3287 -3.5078 -2.0293 -0.07 0.06 -0.01 0.026
H -3.2345 2.4593 2.1066 0.02 -0.01 0.06 0.050
H -5.8989 5.2088 -0.9801 -0.07 -0.08 0.02 0.049
H -0.7438 -0.4991 -2.6906 0.53 0.15 -0.22 0.017
H 4.3885 -7.2427 -2.7884 0.05 0.01 -0.05 0.059
H -6.7238 2.9461 0.0146 0.05 0.04 0.00 0.056
H -3.7443 -0.8800 5.1299 -0.01 -0.07 -0.08 -0.002
H -5.7603 2.1436 -1.2417 0.06 0.08 -0.02 0.050
H 2.1528 5.5411 4.6944 -0.08 0.03 -0.02 0.053
H 5.8164 -1.4322 -4.4358 -0.38 -0.12 0.22 0.131
H -5.8736 -1.9209 4.0506 0.04 0.03 0.05 0.059
H -4.4038 -2.0061 11.3386 -0.05 0.05 -0.02 0.058
H 0.8770 -0.0027 -7.9442 0.01 0.10 -0.05 0.050
H -4.0963 -2.2823 9.6122 -0.08 0.03 -0.03 0.033
H 4.4743 -5.4808 -2.9785 0.07 -0.02 -0.05 0.033
H -1.0004 -5.1424 -1.8506 -0.06 0.02 0.06 0.056
H 6.1148 -6.8617 -4.4550 -0.04 0.01 0.04 0.059
H 0.4534 7.4528 5.1893 0.04 -0.04 0.01 0.058
H 3.1482 2.5218 -3.2810 -0.24 -0.42 0.05 0.117
H 0.9620 3.5029 -2.8772 -0.17 -0.43 -0.03 0.108
H 5.1207 -2.9910 -3.9091 0.21 0.40 0.18 0.062
H 7.5614 2.0837 -1.6783 -0.35 -0.08 -0.26 0.089
H -1.3437 3.0742 4.4588 -0.11 -0.02 -0.13 -0.046
H 2.9053 -3.2690 -3.3980 -0.11 0.40 0.05 0.112
H 5.8506 2.5117 -1.8160 0.12 -0.48 -0.21 0.082
H -0.6536 6.1980 5.7778 0.07 -0.06 0.01 0.054
H -1.7225 3.3632 1.8999 -0.01 0.02 0.06 0.045
H 5.5131 -2.0425 -1.4352 0.21 0.55 -0.18 0.132
H -5.3204 -3.4863 4.6746 0.05 0.04 0.06 0.051
H 6.7687 1.8165 -3.2423 -0.22 -0.03 0.35 0.081
H -1.5009 1.2855 -0.4474 -0.34 0.01 0.08 -0.017
H 2.0597 2.1790 -8.7426 0.00 -0.03 0.03 0.055
H -5.8314 -0.4220 10.1736 0.04 -0.04 0.00 0.059
H -2.6606 4.1647 3.9907 0.01 -0.03 -0.06 0.031
H 1.8544 5.8843 6.4087 -0.05 0.04 -0.02 0.058
H -6.9167 -1.7166 10.7137 0.06 -0.07 -0.01 0.050
H 6.9883 -7.2588 -2.9635 -0.07 0.03 0.06 0.052
H 2.4832 0.3037 -7.2537 0.00 0.07 -0.04 0.059
H 1.8012 2.8124 -7.1054 -0.02 -0.09 0.03 0.050
H 6.8340 -2.6785 -2.4098 -0.33 0.81 0.25 0.030
```
Positions in Å, forces in eV/Å.

SMILES: CC(=O)OCCc1cnc2cc(P(O)Cl)ccc2n1.BrCCBr.BrCCBr.BrCCBr.BrCCBr.BrCCBr.BrCCBr.BrCCBr.BrCCBr
Strongest force on any atom: 0.04664 Eh/bohr



3.
Density functional theory data (ωB97M-V with the def2-TZVPD basis set) for a molecular structure, C33H43N9O6S in a non-equilibrium geometry.

Structure (XYZ):
```
92
Properties=species:S:1:pos:R:3:forces:R:3:lowdin_charge:R:1
S -0.1136 0.1461 0.0370 3.68 -1.00 1.34 0.309
O -4.2062 -4.2292 -1.6568 -2.56 0.55 -1.47 0.074
O 0.2997 0.3429 -1.3278 1.26 0.18 -2.47 -0.335
O -2.8689 -4.6460 -0.0898 -0.48 1.48 0.26 -0.010
O -0.0713 -1.3008 0.3936 -0.14 1.42 0.10 -0.371
O 0.7739 0.9796 0.8697 -0.23 -0.39 0.49 -0.354
O -1.4776 0.5462 0.1502 -3.83 1.28 0.38 -0.349
N 3.4696 0.6881 2.3561 -2.26 1.95 -2.67 -0.074
N -0.8607 -0.0711 -3.6068 2.75 0.91 -0.58 -0.048
N -3.3266 -3.8732 -0.9576 3.96 -2.24 0.43 -0.418
N -3.9281 -0.1440 0.8648 -1.62 2.04 -2.99 -0.015
N 1.2767 -3.3526 -0.2728 -2.96 -0.13 0.89 -0.059
N 1.9545 4.1309 0.9728 -0.81 4.76 1.37 -0.009
N 3.3562 0.6838 -2.2324 1.33 1.28 0.33 -0.037
N -2.7981 2.6886 -0.7027 0.14 -0.83 -2.51 -0.057
N -0.6285 -2.1156 2.8680 -0.66 -0.95 6.29 0.035
C 3.2695 4.5322 1.1456 -3.71 5.54 1.64 -0.101
C 0.7183 -4.6079 -0.0781 5.91 -1.82 -1.55 -0.085
C -3.7214 4.8704 -0.5789 3.86 -15.46 -5.80 -0.078
C -4.8669 0.3508 -0.0463 -2.96 -2.03 2.81 -0.049
C -1.7359 -3.0928 4.7104 1.39 3.28 -0.95 -0.128
C 3.9311 0.0416 -3.3482 5.56 1.98 5.44 -0.081
C 4.9508 -0.9031 3.0132 -1.12 1.20 -0.85 -0.109
C -0.0828 -1.4673 3.9957 -5.06 -3.31 2.65 -0.083
C 2.4600 -3.2208 -0.8242 3.21 -3.57 -2.39 -0.121
C 5.4502 -0.0651 -3.1160 -6.73 4.03 4.68 -0.087
C -0.8791 -1.9762 5.1839 1.96 1.35 -1.19 -0.131
C 4.3338 1.1667 -1.3237 1.88 -2.90 -1.35 -0.100
C -1.5603 -3.0307 3.2633 -1.19 -1.95 2.26 -0.159
C 0.9637 5.1183 1.3067 6.85 3.02 2.25 -0.058
C -4.0197 4.2356 -1.9078 0.07 0.18 -1.78 -0.132
C -2.8521 -0.7491 -4.6753 6.60 2.27 1.22 -0.089
C -0.3985 -0.3560 -4.9252 -7.53 -1.75 0.04 -0.099
C -1.6833 -0.8244 -5.6287 1.61 0.89 1.00 -0.122
C -2.1875 -0.1541 -3.4607 -2.38 -1.48 0.50 -0.204
C -4.4243 -0.8272 1.9058 -12.89 5.02 -10.01 -0.108
C -3.3245 2.9460 -2.0468 -1.55 3.56 5.07 -0.145
C 3.6022 -0.6980 2.3295 3.34 2.32 2.65 -0.088
C 1.8391 -5.5056 -0.4600 -0.17 5.99 -1.39 -0.098
C 5.7367 0.6217 -1.8574 -4.62 1.65 2.50 -0.096
C 3.1853 6.0273 1.6415 -0.82 -2.53 -0.03 -0.103
C -6.2153 -0.1421 0.6167 5.52 -1.13 0.19 -0.036
C 1.6910 6.3760 1.8876 1.37 -4.91 -2.75 -0.080
C 4.5484 1.4745 2.7409 1.67 -13.24 2.52 -0.078
C 2.9278 -4.6690 -1.0666 -3.31 2.38 1.96 -0.080
C -2.9738 3.8150 0.0961 -0.54 -0.19 -1.02 -0.153
C 5.6050 0.4089 3.2675 -7.10 0.44 -3.40 -0.060
C -5.8290 -1.0568 1.7808 6.13 7.92 -7.19 -0.029
C -2.4081 -2.7422 -1.3630 -0.11 1.19 1.03 0.063
H -3.9118 5.6785 -0.2605 -2.77 10.92 4.20 -0.064
H 2.6997 -1.2213 1.9531 1.21 -0.17 0.53 0.099
H -0.0452 5.0277 1.1505 -2.10 -0.75 -0.29 0.038
H 4.1602 6.6828 1.8332 -2.55 -1.60 -0.33 0.081
H 2.9125 -2.2146 -1.2187 -1.09 -2.14 1.21 0.132
H 2.3152 0.9790 -2.1030 2.33 -1.17 -0.43 0.159
H -0.7688 -1.3950 6.2857 -0.33 -2.16 -3.22 0.118
H 6.5199 0.6608 3.6860 1.46 0.11 0.65 0.017
H 3.2868 -0.3256 -4.0057 -2.14 -1.60 -3.06 0.027
H -7.1928 0.1345 0.3673 -1.11 0.16 -0.71 0.015
H 6.5900 0.7841 -1.0378 -1.59 -0.73 -2.71 0.104
H 4.0072 3.8124 0.9296 1.08 -0.16 -0.15 0.052
H 0.7519 -2.5460 0.0489 0.01 0.46 -0.36 0.031
H -2.6535 -1.9003 -0.6870 -0.33 -0.16 -0.66 0.081
H -2.0580 -3.7840 2.5995 0.77 1.26 0.21 0.108
H -4.7164 4.7408 -2.8686 2.34 -1.50 3.15 0.126
H -0.2881 -4.8895 0.1380 -0.35 0.54 0.55 0.069
H 6.2055 -0.5149 -3.5549 2.87 -2.32 -2.88 -0.003
H -3.7875 -1.1445 2.3669 11.89 -6.87 10.25 -0.037
H -6.2879 -1.5903 2.4057 -4.29 -3.89 4.68 -0.016
H 4.6318 2.4015 2.6206 0.29 7.50 -0.76 -0.027
H -4.4536 0.8831 -1.0048 -1.62 -0.94 2.26 0.096
H -0.4577 -1.9361 1.9538 1.02 0.93 -3.48 0.019
H -3.8479 -1.0367 -4.7576 -1.38 -0.26 -0.32 0.031
H 5.4141 -1.9011 3.2901 -0.82 1.46 -0.56 0.076
H 3.9890 1.4561 -0.2476 0.92 -0.39 -2.34 0.091
H -2.4753 -2.4590 -2.4454 -0.16 -0.59 1.17 0.095
H -2.5646 3.7466 1.1315 -0.47 0.33 -1.02 0.102
H 3.7761 -5.0005 -1.6740 -0.29 0.18 0.64 0.047
H 0.5966 -0.6845 4.0505 1.04 1.17 -0.63 0.057
H -2.9743 0.1253 0.6104 0.09 -0.81 1.24 0.060
H 1.9017 -6.5206 -0.4628 -0.28 -2.71 0.04 0.014
H -2.2623 1.5308 -0.5107 -0.56 3.96 0.37 0.153
H -1.4088 -2.9817 -0.9743 -0.35 -0.37 -0.71 0.072
H 2.5306 1.1341 1.8284 3.00 -1.70 1.80 0.169
H -2.4667 -3.5941 5.4068 0.90 0.31 -1.50 0.078
H -0.2428 0.1692 -2.6657 -1.38 -0.52 -2.00 0.100
H 1.1808 7.2672 2.3864 1.06 -1.41 -1.15 0.071
H -2.5820 0.1076 -2.3038 0.88 -1.01 -3.64 0.142
H 1.6525 3.2180 0.8420 -0.55 -2.15 -0.69 0.069
H 0.5110 -0.2905 -5.4625 1.01 0.25 0.59 0.050
H -1.6253 -1.1022 -6.7830 -0.51 0.50 2.80 0.087
H -3.4634 2.1228 -2.7006 0.09 -0.20 -0.72 0.036
```
Positions in Å, forces in eV/Å.

Energy above the lowest of the compared OMol25 structures with the same formula, charge and spin: 121.5 kcal/mol
Strongest force on any atom: 0.33324 Eh/bohr
Total charge: -2



What DFT total energy values result from the calculations? In sequence: -115663.228 -1181365.129 -71429.972 eV.
What Kohn-Sham gap values result from the calculations? In sequence: 7.5 7.9 7.7 eV.